Entry 1:
{
  "formula": "C4H22BO19",
  "method": "the ωB97M-V functional and the def2-TZVPD basis",
  "e_homo_ha": -0.3084,
  "gap_ev": 10.4,
  "total_charge": -1,
  "symbols": ["O", "C", "O", "B", "O", "C", "O", "O", "C", "O", "C", "O", "O", "O", "H", "H", "O", "H", "H", "O", "H", "H", "O", "H", "H", "O", "H", "H", "O", "H", "H", "O", "H", "H", "O", "H", "H", "O", "H", "H", "O", "H", "H", "O", "H", "H"],
  "xyz": [[-1.7730, 2.0648, -1.5232], [-1.0274, 1.3402, -0.8968], [0.3104, 1.4659, -0.6166], [0.7377, 0.4132, 0.2852], [-0.4391, -0.4520, 0.4231], [-1.5180, 0.0604, -0.2359], [-2.6873, -0.4079, -0.2878], [1.2442, 0.8541, 1.5876], [2.5455, 0.6315, 1.5970], [3.3482, 0.9713, 2.4730], [2.9126, -0.2426, 0.3169], [1.7960, -0.4502, -0.3045], [3.9742, -0.7717, 0.0504], [4.0861, -1.0044, -2.7617], [3.9384, -1.9190, -3.0023], [4.0419, -0.9976, -1.8056], [-4.5625, 1.4640, 0.8510], [-4.7349, 0.5411, 1.0371], [-4.8371, 1.5809, -0.0584], [-1.7983, 5.5394, -0.3007], [-1.6489, 4.5971, -0.3786], [-1.0963, 5.9371, -0.8157], [-0.5339, -2.7307, 2.6850], [-0.4881, -3.6799, 2.5702], [-0.4801, -2.3786, 1.7966], [4.3588, -3.8625, 0.3886], [5.1563, -3.7556, -0.1298], [3.7378, -3.2439, 0.0040], [0.8938, -1.9966, -3.2389], [1.2231, -1.4966, -3.9857], [1.6731, -2.1926, -2.7188], [2.8444, 1.1278, 5.3507], [2.7412, 0.2573, 5.7353], [2.9247, 0.9667, 4.4106], [-2.4160, -3.4082, -0.0173], [-1.9237, -4.1370, -0.3950], [-1.9023, -2.6314, -0.2382], [-0.5614, 2.6748, 2.9386], [-0.9384, 2.0785, 3.5856], [-0.1007, 2.1027, 2.3249], [-4.1196, -2.0809, -2.4646], [-4.1361, -2.0191, -1.5095], [-3.2694, -2.4721, -2.6652], [-2.7562, 4.1505, -3.2229], [-2.8772, 3.5108, -3.9246], [-1.8628, 4.0011, -2.9135]]
}

***

Entry 2:
{
  "formula": "C2H7NO4",
  "method": "the ωB97M-V functional and the def2-TZVPD basis",
  "e_homo_ha": -0.3740,
  "gap_ev": 10.6,
  "total_charge": 0,
  "smiles": "O=CNC=O.O.O",
  "symbols": ["O", "C", "N", "C", "O", "H", "H", "H", "O", "H", "H", "O", "H", "H"],
  "xyz": [[-2.2154, -0.1416, -0.1065], [-1.4610, -0.9939, -0.4668], [-0.2752, -0.7710, -1.1492], [0.2281, 0.4815, -1.4909], [-0.0848, 1.5060, -0.9552], [-1.6048, -2.0668, -0.2471], [0.1120, -1.5324, -1.6809], [0.9829, 0.4494, -2.2900], [-0.9419, 0.7395, 2.4937], [-0.5805, 0.6147, 1.6111], [-1.7705, 1.2010, 2.3307], [2.4437, -0.1163, 0.4395], [2.2967, -0.0619, 1.3848], [2.8708, 0.6916, 0.1268]]
}

***

Entry 3:
{
  "formula": "C7H11N3O3",
  "method": "the ωB97M-V functional and the def2-TZVPD basis",
  "e_homo_ha": -0.3497,
  "gap_ev": 9.7,
  "total_charge": 0,
  "smiles": "O=c1cc[nH]c(=O)[nH]1.CNC(C)=O",
  "symbols": ["O", "C", "C", "C", "N", "C", "O", "N", "H", "H", "H", "H", "C", "N", "C", "C", "O", "H", "H", "H", "H", "H", "H", "H"],
  "xyz": [[-1.5242, 0.6015, 3.9786], [-1.2441, 0.1792, 2.8485], [-0.2346, 0.7045, 2.0091], [-0.3611, 0.2933, 0.7017], [-1.1575, -0.6350, 0.2657], [-2.0131, -1.4669, 1.0144], [-2.7215, -2.2211, 0.3713], [-1.9148, -0.9538, 2.3116], [0.6001, 1.3975, 2.4718], [0.4758, 0.5964, 0.0864], [-1.2838, -0.5263, -0.7414], [-2.6327, -1.3765, 2.8034], [0.1330, 0.5205, -2.4252], [1.4669, 0.2710, -1.8772], [2.5431, 0.6996, -2.5156], [3.8280, 0.7099, -1.8110], [2.3901, 1.1084, -3.6827], [0.2299, 0.4710, -3.5686], [-0.6592, -0.3318, -2.0647], [-0.2799, 1.7419, -2.1817], [1.4837, -0.4933, -1.1576], [3.6614, -0.0389, -0.9790], [3.9907, 1.7816, -1.3016], [4.5893, 0.2527, -2.5359]]
}

***

Entry 4:
{
  "formula": "C12H37N8O7V",
  "method": "the ωB97M-V functional and the def2-TZVPD basis",
  "e_homo_ha": [-0.3781, -0.4291],
  "gap_ev": [8.2, 9.5],
  "s_squared": 0.76,
  "total_charge": 1,
  "multiplicity": 2,
  "symbols": ["O", "V", "C", "O", "H", "H", "H", "C", "O", "N", "N", "H", "H", "H", "H", "C", "O", "N", "N", "H", "H", "H", "H", "C", "O", "N", "N", "H", "H", "H", "H", "C", "C", "C", "O", "C", "N", "H", "H", "H", "H", "H", "H", "H", "H", "H", "H", "H", "C", "C", "C", "O", "C", "N", "H", "H", "H", "H", "H", "H", "H", "H", "H", "H", "H"],
  "xyz": [[-1.2300, 1.0510, 0.9107], [-0.1422, 0.2754, 0.1336], [0.4799, 1.7346, -2.4490], [0.1915, 1.2888, -1.1739], [1.5319, 1.6574, -2.7598], [-0.0521, 0.9881, -3.0215], [0.2385, 2.7819, -2.5205], [-0.0957, -2.3997, 2.3040], [-0.2116, -1.2900, 1.7231], [-0.2827, -2.5220, 3.7023], [0.2440, -3.5911, 1.5163], [-0.5510, -1.6169, 4.1365], [-0.5225, -3.3586, 4.2331], [0.1194, -3.4777, 0.4953], [0.0671, -4.5425, 1.8287], [-3.8096, 2.3624, -0.9127], [-3.6197, 1.1603, -1.1168], [-2.7506, 3.2554, -0.5384], [-5.0938, 2.8959, -0.8118], [-2.7735, 4.2797, -0.5178], [-1.8053, 2.8353, -0.6215], [-5.2816, 3.8316, -0.4575], [-5.7922, 2.1932, -0.6008], [2.4827, -1.6269, -0.7433], [1.2819, -1.2752, -0.6648], [3.2970, -1.6531, 0.4965], [3.0664, -1.9562, -1.9411], [2.6572, -1.9038, 1.2665], [4.2165, -2.0697, 0.6781], [4.0704, -2.1067, -2.0103], [2.5210, -1.8723, -2.8006], [1.2204, 1.1657, 3.5039], [1.4977, 1.9101, 2.2962], [2.8188, 2.6898, 2.5018], [3.9125, 1.8018, 2.7177], [5.1045, 2.6018, 2.9259], [1.6084, 1.2138, 0.9694], [1.0687, 1.8694, 4.3101], [2.0801, 0.5290, 3.6970], [0.3623, 0.5131, 3.4413], [0.6738, 2.5842, 2.0461], [2.6995, 3.3079, 3.3954], [3.0028, 3.4608, 1.7530], [5.3846, 3.1525, 2.0213], [5.9250, 1.9103, 3.0515], [5.0057, 3.2484, 3.8034], [1.7154, 1.8329, 0.1733], [2.2428, 0.4221, 0.8683], [-1.0371, -3.2034, -1.5828], [-1.7686, -1.8574, -2.0564], [-3.0833, -2.2430, -2.5818], [-3.8663, -1.1171, -2.9877], [-3.2380, -0.4201, -4.0534], [-1.7834, -0.9003, -0.9252], [-1.6912, -3.7285, -0.8838], [-0.0152, -3.0592, -1.2583], [-0.8917, -3.7872, -2.5012], [-1.1026, -1.5339, -2.8634], [-3.6577, -2.7383, -1.8057], [-2.9383, -2.8938, -3.4610], [-2.4766, 0.3395, -3.8497], [-4.0698, 0.0512, -4.5695], [-2.7952, -1.1585, -4.7494], [-2.3406, -0.0379, -1.0943], [-2.0187, -1.2551, -0.0145]]
}